{"formula": "C17H13Br3CuF16N2O20S4", "method": "ωB97M-V/def2-TZVPD", "symbols": ["Cu", "C", "F", "F", "F", "S", "O", "O", "N", "S", "O", "O", "C", "F", "F", "F", "C", "F", "F", "F", "S", "O", "O", "N", "S", "O", "O", "C", "F", "F", "F", "C", "C", "O", "C", "O", "O", "F", "H", "H", "H", "C", "C", "O", "C", "O", "O", "F", "H", "H", "H", "C", "C", "O", "C", "O", "O", "F", "H", "H", "H", "C", "C", "O", "C", "O", "O", "F", "H", "H", "H", "C", "Br", "Br", "Br", "H"], "coordinates": [[0.567, -3.423, 0.309], [-0.999, -1.067, -3.080], [0.106, -0.945, -2.418], [-1.869, -0.130, -2.784], [-0.741, -1.027, -4.383], [-1.842, -2.735, -2.668], [-1.243, -3.059, -1.396], [-3.259, -2.520, -2.765], [-1.041, -3.750, -3.920], [-2.154, -4.305, -4.888], [-3.001, -5.248, -4.189], [-2.851, -3.291, -5.643], [-1.092, -5.239, -6.134], [-0.616, -6.310, -5.522], [-1.773, -5.591, -7.209], [-0.073, -4.476, -6.521], [2.010, 0.467, -0.110], [2.693, -0.146, -1.077], [2.784, 1.433, 0.372], [0.900, 1.000, -0.552], [1.738, -0.892, 1.220], [2.581, -2.030, 0.819], [2.075, -0.446, 2.557], [0.198, -1.511, 0.952], [-0.723, -0.550, 1.839], [-0.718, -0.984, 3.218], [-0.519, 0.860, 1.623], [-2.487, -0.998, 1.309], [-3.406, -0.370, 2.036], [-2.738, -0.666, 0.037], [-2.611, -2.312, 1.483], [0.574, 4.236, 0.981], [1.081, 4.290, 2.416], [1.265, 5.708, 2.535], [1.365, 6.284, 1.323], [1.671, 7.405, 1.106], [1.241, 5.328, 0.346], [2.319, 3.763, 2.547], [-0.484, 4.404, 0.763], [0.775, 3.286, 0.483], [0.432, 3.887, 3.190], [-2.451, 2.499, -1.548], [-3.531, 3.321, -2.238], [-3.013, 4.630, -1.956], [-2.280, 4.575, -0.821], [-1.716, 5.509, -0.339], [-2.147, 3.306, -0.428], [-4.733, 3.206, -1.602], [-1.596, 2.342, -2.201], [-2.963, 1.578, -1.272], [-3.736, 3.173, -3.296], [-2.434, -7.423, 2.680], [-1.799, -6.669, 3.883], [-1.653, -5.385, 3.286], [-1.535, -5.482, 1.958], [-1.001, -4.723, 1.210], [-1.944, -6.702, 1.590], [-0.582, -7.189, 4.166], [-3.494, -7.353, 2.946], [-2.153, -8.466, 2.583], [-2.443, -6.636, 4.754], [3.989, 4.445, -1.339], [4.318, 2.980, -1.601], [4.947, 2.589, -0.413], [5.303, 3.680, 0.312], [5.692, 3.635, 1.429], [4.967, 4.794, -0.366], [5.230, 2.922, -2.639], [2.977, 4.508, -0.933], [4.035, 5.058, -2.232], [3.531, 2.278, -1.862], [2.465, 1.222, 5.556], [3.546, 2.864, 5.977], [0.932, 1.836, 4.502], [2.059, 0.144, 7.132], [3.078, 0.602, 4.917]], "mulliken_charge": [0.36, 0.73, -0.14, -0.16, -0.24, 0.76, -0.23, -0.53, -0.17, 1.05, -0.50, -0.50, 0.67, -0.20, -0.18, -0.20, 0.44, -0.25, -0.04, -0.12, 0.84, -0.78, -0.39, 0.22, 0.56, -0.57, -0.25, 0.32, -0.20, -0.17, -0.18, 0.27, 0.60, -0.41, 0.60, -0.55, -0.46, -0.21, 0.16, -0.31, 0.29, -0.06, 0.22, -0.36, 0.54, -0.52, -0.22, -0.31, 0.17, 0.10, 0.38, -0.41, 0.25, -0.26, 0.53, -0.27, -0.29, -0.27, 0.30, 0.31, 0.30, 0.13, 0.62, -0.32, 0.64, -0.50, -0.34, -0.35, -0.22, 0.32, 0.05, -0.26, -0.09, 0.05, -0.06, 0.33], "multiplicity": 2, "total_energy_ha": -14822.86236, "max_force_ev_per_a": 3.92}

---

{"formula": "C4H7NO3", "method": "ωB97M-V/def2-TZVPD", "symbols": ["C", "O", "O", "O", "H", "H", "C", "C", "C", "N", "H", "H", "H", "H", "H"], "coordinates": [[-0.589, -0.127, -1.177], [-0.975, 0.563, -2.252], [-1.475, -1.034, -0.765], [0.692, -0.434, -1.056], [-2.372, -0.736, -0.975], [-0.224, 1.072, -2.591], [-0.237, 0.850, 0.781], [0.979, -0.251, 0.400], [0.898, -1.425, 1.178], [0.008, 2.080, 1.031], [0.894, 2.378, 0.613], [-1.111, 0.406, 1.268], [1.939, 0.260, 0.405], [0.045, -2.079, 1.090], [1.528, -1.521, 2.050]], "nbo_charge": [0.85, -0.68, -0.68, -0.53, 0.50, 0.51, -0.01, -0.04, -0.36, -0.66, 0.32, 0.17, 0.21, 0.20, 0.20], "multiplicity": 1, "total_energy_ha": -436.91828, "max_force_ev_per_a": 2.42}

---

{"formula": "C5H3FNO2", "method": "ωB97M-V/def2-TZVPD", "symbols": ["C", "C", "C", "C", "C", "N", "O", "O", "F", "H", "H", "H"], "coordinates": [[-1.300, 0.155, 0.285], [-0.170, -0.122, 0.976], [-1.210, -0.491, -0.905], [1.445, 1.245, -0.342], [0.578, -0.952, 0.142], [-0.020, -1.230, -0.981], [0.844, 1.371, -1.344], [2.147, 1.466, 0.570], [1.583, -1.799, 0.607], [-2.090, 0.682, 0.578], [0.217, 0.139, 2.058], [-2.023, -0.464, -1.644]], "nbo_charge": [-0.37, -0.43, -0.10, 1.01, 0.41, -0.55, -0.55, -0.59, -0.38, 0.18, 0.20, 0.17], "charge": -1, "multiplicity": 1, "total_energy_ha": -497.46089, "max_force_ev_per_a": 5.45}

---

{"formula": "C2H3IN", "method": "ωB97M-V/def2-TZVPD", "symbols": ["C", "C", "N", "I", "H", "H", "H"], "coordinates": [[-0.584, -0.129, 1.335], [1.659, 0.098, -0.325], [-1.080, -0.152, -0.031], [3.459, 0.647, 0.135], [-0.661, 0.571, -0.576], [-2.126, 0.002, -0.070], [-0.668, -1.037, -0.469]], "nbo_charge": [0.23, -0.34, -0.90, 0.62, 0.45, 0.45, 0.48], "charge": 1, "multiplicity": 1, "total_energy_ha": -429.78756, "max_force_ev_per_a": 1.87}

---

{"formula": "C53H69N7O5PW", "method": "ωB97M-V/def2-TZVPD", "symbols": ["W", "C", "C", "C", "C", "C", "C", "C", "N", "C", "C", "C", "C", "C", "C", "O", "C", "C", "C", "C", "C", "C", "C", "C", "C", "O", "C", "C", "C", "C", "C", "C", "H", "H", "H", "H", "H", "H", "H", "H", "H", "H", "H", "H", "H", "H", "H", "H", "H", "H", "H", "H", "H", "H", "H", "H", "H", "H", "H", "H", "H", "H", "H", "H", "H", "H", "H", "H", "H", "H", "H", "H", "O", "C", "O", "C", "C", "C", "C", "C", "C", "N", "C", "C", "C", "C", "C", "C", "N", "H", "H", "H", "H", "H", "H", "H", "H", "H", "H", "O", "C", "C", "C", "C", "C", "C", "N", "H", "H", "H", "H", "H", "H", "H", "C", "N", "C", "N", "C", "N", "C", "P", "C", "C", "H", "H", "H", "H", "H", "H", "H", "H", "H", "H", "H", "H"], "coordinates": [[0.202, -0.161, -0.292], [-2.970, 6.244, 0.163], [-1.785, 6.145, 1.123], [-2.279, 6.396, 2.556], [-0.735, 7.204, 0.743], [-1.113, 4.788, 1.041], [-1.447, 3.839, 0.121], [-0.752, 2.608, 0.140], [-1.015, 1.506, -0.575], [-2.191, 1.215, -1.278], [-2.956, 2.043, -2.091], [-4.182, 1.570, -2.527], [-4.628, 0.327, -2.041], [-3.898, -0.526, -1.219], [-2.586, -0.090, -0.967], [-1.631, -0.820, -0.315], [-4.558, -1.722, -0.522], [-4.578, -1.390, 0.978], [-5.999, -1.929, -0.994], [-3.816, -3.047, -0.710], [-5.026, 2.428, -3.467], [-5.310, 3.779, -2.792], [-6.360, 1.771, -3.819], [-4.233, 2.657, -4.762], [0.283, 2.360, 1.128], [0.728, 1.128, 1.146], [0.651, 3.339, 2.085], [-0.053, 4.510, 1.991], [1.700, 3.075, 3.164], [2.019, 4.353, 3.943], [3.006, 2.559, 2.544], [1.150, 2.027, 4.144], [-3.456, 7.211, 0.286], [-3.719, 5.475, 0.359], [-2.655, 6.176, -0.880], [-2.850, 7.324, 2.574], [-1.466, 6.513, 3.272], [-2.937, 5.598, 2.903], [-1.177, 8.196, 0.827], [-0.392, 7.071, -0.284], [0.133, 7.179, 1.403], [-2.249, 3.995, -0.580], [-2.595, 3.017, -2.388], [-5.623, 0.021, -2.318], [-5.094, -0.447, 1.166], [-3.565, -1.320, 1.374], [-5.102, -2.177, 1.522], [-6.637, -1.074, -0.765], [-6.418, -2.789, -0.472], [-6.058, -2.135, -2.063], [-2.767, -2.974, -0.418], [-3.890, -3.406, -1.739], [-4.282, -3.802, -0.075], [-5.861, 3.645, -1.860], [-5.913, 4.402, -3.452], [-4.394, 4.331, -2.573], [-6.991, 1.630, -2.940], [-6.228, 0.807, -4.314], [-6.906, 2.416, -4.507], [-3.285, 3.165, -4.573], [-4.808, 3.283, -5.444], [-4.026, 1.713, -5.270], [0.172, 5.300, 2.692], [2.333, 5.167, 3.288], [2.838, 4.155, 4.633], [1.172, 4.690, 4.542], [3.413, 3.278, 1.825], [2.869, 1.584, 2.074], [3.757, 2.438, 3.325], [0.229, 2.378, 4.613], [1.878, 1.844, 4.935], [0.947, 1.076, 3.650], [-4.762, -1.173, 5.674], [-4.137, -2.206, 5.095], [-4.501, -3.328, 5.279], [-2.989, -1.916, 4.149], [-2.413, -3.033, 3.550], [-1.364, -2.889, 2.657], [-0.910, -1.612, 2.358], [-1.477, -0.482, 2.926], [-2.507, -0.649, 3.841], [0.201, -1.482, 1.445], [1.293, -2.077, 1.755], [2.436, -1.977, 0.856], [3.626, -2.629, 1.105], [4.657, -2.495, 0.174], [4.440, -1.729, -0.953], [3.213, -1.098, -1.132], [2.219, -1.206, -0.247], [-4.380, -0.321, 5.435], [-2.802, -4.010, 3.802], [-0.926, -3.759, 2.184], [-1.108, 0.508, 2.697], [-2.922, 0.244, 4.293], [1.402, -2.612, 2.695], [3.752, -3.229, 1.995], [5.604, -2.991, 0.336], [5.204, -1.608, -1.708], [3.026, -0.501, -2.010], [2.711, 1.484, -0.594], [2.586, 2.427, -1.624], [1.635, 1.872, -2.647], [1.659, 2.465, -3.904], [0.773, 2.075, -4.887], [-0.146, 1.088, -4.566], [-0.106, 0.538, -3.307], [0.776, 0.877, -2.335], [3.189, 1.834, 0.169], [3.546, 2.630, -2.107], [2.191, 3.384, -1.258], [2.389, 3.241, -4.093], [0.793, 2.534, -5.866], [-0.893, 0.747, -5.270], [-0.852, -0.191, -3.039], [-1.222, -5.003, -2.558], [0.025, -4.999, -1.789], [1.157, -5.117, -2.708], [1.169, -4.086, -3.748], [-0.102, -4.129, -4.472], [-1.256, -3.970, -3.593], [-1.327, -2.624, -3.052], [0.152, -2.270, -1.986], [0.132, -3.808, -0.959], [1.457, -2.765, -3.204], [-2.066, -4.874, -1.880], [-1.318, -5.973, -3.046], [1.096, -6.089, -3.198], [2.092, -5.078, -2.144], [-0.176, -5.097, -4.967], [-0.112, -3.351, -5.237], [-2.231, -2.491, -2.461], [-1.368, -1.923, -3.889], [-0.708, -3.765, -0.261], [1.056, -3.866, -0.377], [2.441, -2.801, -2.733], [1.503, -2.032, -4.015]], "mulliken_charge": [1.27, -2.04, 1.58, -1.66, -1.60, 0.02, -1.25, 0.36, 0.78, -0.81, -0.92, -1.20, -0.11, -0.41, 1.32, 0.16, 2.30, -1.46, -2.35, -1.98, 1.85, -1.58, -2.19, -1.57, 0.17, -0.40, 0.15, -0.65, 2.29, -2.28, -1.38, -1.38, 0.51, 0.47, 0.38, 0.46, 0.39, 0.37, 0.47, 0.35, 0.36, 0.66, 1.25, 1.03, 0.41, -0.07, 0.52, 0.49, 0.43, 0.46, 0.06, 0.54, 0.77, 0.35, 0.50, 0.35, 0.42, 0.47, 0.42, 0.30, 0.46, 0.34, 0.66, 0.47, 0.43, 0.42, 0.33, -0.14, 0.64, 0.36, 0.53, 0.05, -0.48, 0.58, -0.51, 1.05, -1.43, -0.39, 0.10, -1.17, -1.43, 0.92, -0.19, -0.21, -0.68, -1.05, -0.85, -0.68, 0.68, 0.29, 0.55, 0.54, 0.81, 0.27, 0.84, 0.66, 0.52, 0.66, 0.62, -0.43, -1.19, 0.60, -1.11, -1.04, -1.02, 0.28, 1.12, 0.13, 0.74, 0.35, 0.63, 0.53, 0.68, -0.55, -0.84, 0.22, -1.00, 0.20, -0.91, 0.21, -0.81, 3.40, -1.38, -1.57, 0.23, 0.34, 0.32, 0.38, 0.35, 0.40, -0.85, 0.73, -0.10, 0.48, 0.44, 0.32], "charge": 3, "multiplicity": 3, "total_energy_ha": -3228.16105, "max_force_ev_per_a": 1.60}

---

{"formula": "C3H7ClOS2", "method": "ωB97M-V/def2-TZVPD", "symbols": ["C", "C", "C", "O", "S", "S", "Cl", "H", "H", "H", "H", "H", "H", "H"], "coordinates": [[-0.592, 1.053, -0.454], [0.585, -1.136, 0.191], [0.581, 0.472, 0.158], [1.700, 0.910, -0.659], [3.116, 1.447, 0.127], [4.113, -0.166, 0.872], [5.291, -0.966, -0.537], [-0.506, 1.044, -1.583], [-1.636, 0.527, -0.041], [-0.686, 2.050, -0.108], [0.017, -1.475, -0.737], [0.002, -1.464, 1.192], [1.618, -1.570, 0.169], [0.765, 0.772, 1.150]], "nbo_charge": [-0.63, -0.63, 0.08, -0.66, 0.36, 0.21, -0.23, 0.24, 0.21, 0.22, 0.22, 0.21, 0.22, 0.18], "multiplicity": 3, "total_energy_ha": -1450.13484, "max_force_ev_per_a": 5.20}